Density functional theory data (ωB97M-V/def2-TZVPD) for a 3-piece molecular cluster, C23H56I2N5OP2 overall.

Last column: Löwdin charge in e.
CARTESIAN COORDINATES (ANGSTROEM)
1 C -2.5978 0.2323 -1.5764  -0.19
2 C -2.1237 -1.1003 -1.0014  -0.51
3 P -0.6992 -0.9165 0.1590  0.90
4 C -0.5446 -2.6877 0.6947  -0.49
5 C -0.8926 -2.9605 2.1729  -0.19
6 P 1.2950 -0.6884 -1.0533  0.45
7 N 0.3717 -0.7548 -2.6046  -0.21
8 C 2.2178 -0.8233 0.6225  -0.45
9 N 3.3289 -1.7858 0.5600  -0.03
10 C 3.0463 -0.6815 -2.0251  -0.79
11 I 3.1982 -2.4119 -3.2558  0.83
12 C 4.1464 0.0650 -2.0528  -0.88
13 C 5.4158 -0.1680 -2.8451  -0.27
14 I 4.3787 1.7536 -0.8061  0.90
15 N 1.2217 1.1636 -1.1514  -0.24
16 C 1.2278 1.7573 -2.4899  -0.18
17 C 0.4511 1.9626 -0.3161  -0.60
18 C 0.7389 1.9899 1.1715  -0.05
19 O -0.3588 2.7582 -0.7709  0.01
20 H -1.7827 0.7471 -2.0894  0.04
21 H -2.9786 0.8978 -0.7947  0.06
22 H -3.3946 0.0625 -2.3132  0.05
23 H -1.9248 -1.8128 -1.8134  0.05
24 H -2.9269 -1.5448 -0.3944  0.06
25 H 0.4909 -2.9868 0.4940  0.02
26 H -1.1623 -3.3052 0.0331  0.06
27 H -1.6260 -3.7671 2.2730  0.05
28 H -0.0039 -3.2514 2.7446  0.05
29 H -1.3105 -2.0662 2.6470  0.04
30 H 1.3982 -2.1502 -1.0657  -0.05
31 H 0.9142 -0.4787 -3.4144  -0.02
32 H 0.1582 -1.7384 -2.7447  0.00
33 H 2.6068 0.1177 0.9785  0.00
34 H 1.4629 -1.1452 1.3568  0.03
35 H 2.9547 -2.7183 0.4191  0.05
36 H 3.8110 -1.7979 1.4512  0.02
37 H 5.1823 -0.2891 -3.9090  0.04
38 H 6.1145 0.6597 -2.7418  0.02
39 H 5.9112 -1.0810 -2.4963  0.06
40 H 0.2787 1.6464 -3.0168  0.07
41 H 1.4513 2.8250 -2.4067  0.08
42 H 2.0236 1.2901 -3.0749  0.05
43 H 1.8046 1.9469 1.3725  0.04
44 H 0.2319 1.1684 1.6808  0.03
45 H 0.3464 2.9442 1.5350  0.08
46 C 3.4469 -1.9914 6.7250  -0.09
47 C 4.7467 -2.2033 5.9637  -0.28
48 N 4.6691 -1.7788 4.5793  -0.20
49 C 5.7850 -2.2371 3.7715  -0.25
50 C 7.1851 -1.7038 4.1017  -0.08
51 C 4.2414 -0.4056 4.3623  -0.24
52 C 5.0810 0.7124 4.9957  -0.08
53 H 2.6164 -2.4742 6.2087  0.08
54 H 3.5315 -2.4211 7.7245  0.07
55 H 3.2076 -0.9344 6.8430  0.06
56 H 4.9774 -3.2727 5.9515  0.11
57 H 5.5661 -1.7201 6.5230  0.10
58 H 5.5586 -2.0089 2.7279  0.10
59 H 5.8040 -3.3291 3.8446  0.11
60 H 7.3154 -0.6707 3.7829  0.06
61 H 7.9350 -2.3028 3.5813  0.07
62 H 7.4001 -1.7625 5.1700  0.06
63 H 3.2144 -0.3108 4.7201  0.10
64 H 4.1838 -0.2498 3.2819  0.11
65 H 5.3499 0.4803 6.0282  0.06
66 H 4.5049 1.6394 5.0063  0.07
67 H 5.9991 0.9065 4.4429  0.05
68 C -5.4975 3.2019 -2.0081  -0.09
69 C -6.6762 3.3099 -2.9620  -0.28
70 N -6.5683 2.4149 -4.1022  -0.20
71 C -7.5408 2.6793 -5.1423  -0.26
72 C -9.0258 2.4542 -4.8233  -0.09
73 C -6.3263 1.0165 -3.7867  -0.24
74 C -7.3452 0.2969 -2.8923  -0.08
75 H -4.5542 3.3511 -2.5337  0.09
76 H -5.5793 3.9603 -1.2287  0.07
77 H -5.4570 2.2313 -1.5139  0.06
78 H -6.7221 4.3261 -3.3650  0.11
79 H -7.6075 3.1660 -2.3879  0.10
80 H -7.2684 2.0745 -6.0121  0.11
81 H -7.4089 3.7230 -5.4455  0.11
82 H -9.2807 1.3957 -4.7825  0.05
83 H -9.6420 2.9106 -5.6011  0.07
84 H -9.3069 2.9085 -3.8724  0.06
85 H -5.3453 0.9447 -3.3150  0.08
86 H -6.2323 0.4841 -4.7367  0.11
87 H -7.6271 0.9088 -2.0340  0.07
88 H -6.9045 -0.6235 -2.5053  0.07
89 H -8.2557 0.0272 -3.4274  0.05

Atomic forces in eV per Å
C -0.070 -0.017 -0.174
C -0.289 -0.084 -0.151
P -0.066 0.137 0.075
C 0.200 -0.170 0.024
C 0.002 0.043 0.021
P -0.005 -0.686 -0.072
N 0.078 -0.196 0.123
C -0.114 -0.161 0.087
N -0.118 0.044 0.032
C 0.190 0.361 0.184
I 0.060 -0.195 -0.142
C 0.031 -0.316 -0.192
C -0.076 -0.025 -0.059
I -0.021 0.127 0.199
N -0.498 0.451 0.027
C 0.189 -0.059 -0.249
C 0.299 -0.226 -0.009
C -0.244 0.083 0.065
O -0.005 0.279 0.081
H -0.054 -0.050 0.084
H 0.071 -0.072 -0.051
H 0.029 0.073 0.115
H 0.099 0.133 0.129
H 0.060 0.056 -0.066
H -0.140 -0.084 0.029
H 0.048 0.071 0.042
H 0.073 0.052 0.020
H -0.113 0.050 -0.041
H 0.024 -0.136 -0.029
H 0.048 0.185 -0.073
H -0.037 0.046 -0.032
H 0.029 0.081 -0.016
H 0.166 0.310 -0.032
H 0.039 0.147 0.008
H 0.047 0.010 -0.073
H -0.016 -0.065 0.042
H 0.044 -0.058 0.160
H -0.049 -0.007 0.020
H -0.062 0.060 -0.072
H 0.025 0.052 0.041
H -0.011 -0.122 0.011
H -0.121 0.081 0.021
H 0.144 -0.066 -0.022
H 0.096 0.060 -0.028
H -0.013 -0.206 0.013
C 0.007 -0.042 0.023
C -0.014 0.005 0.015
N 0.039 0.023 0.058
C 0.011 -0.050 -0.065
C 0.006 -0.009 -0.019
C -0.041 0.079 -0.092
C -0.025 0.016 -0.033
H -0.005 0.019 -0.019
H -0.010 -0.008 -0.002
H 0.008 0.010 0.002
H 0.026 -0.002 0.016
H -0.012 0.010 -0.019
H 0.013 0.021 -0.029
H -0.003 -0.001 0.029
H -0.017 0.004 0.025
H 0.003 0.002 -0.011
H -0.003 -0.008 0.004
H 0.000 -0.040 0.014
H 0.019 0.015 -0.002
H -0.019 0.000 0.012
H 0.002 0.006 -0.012
H 0.012 -0.035 0.026
C 0.021 0.037 -0.018
C 0.005 -0.026 0.027
N -0.060 0.021 0.074
C 0.001 0.015 -0.087
C 0.001 -0.001 -0.033
C 0.050 -0.077 -0.015
C 0.012 -0.020 -0.036
H 0.011 -0.025 -0.001
H 0.000 0.010 -0.007
H 0.009 -0.007 0.014
H -0.011 0.013 0.013
H -0.003 -0.019 -0.024
H -0.005 -0.005 0.000
H -0.004 0.011 0.028
H 0.016 0.000 0.033
H -0.002 -0.007 -0.007
H 0.005 0.009 0.004
H 0.000 0.031 0.016
H -0.021 -0.007 -0.002
H 0.021 0.004 0.014
H -0.001 -0.008 -0.004
H -0.011 0.044 0.013

## Properties
E_HOMO   -4.00 eV
Charge   -1
M   734.49 g mol⁻¹
Gap between HOMO and LUMO   0.23446 hartree